Model P:
Computed, not measured: a cluster of 2 separate species, C2H10N2S in total, with ωB97M-V with the def2-TZVPD basis set.

Computed properties:
E_LUMO = 0.03239 hartree
SMILES string = NCCS.N
charge = 0
multiplicity = 1

Last columns: bonded neighbours and bond lengths (Å).
CARTESIAN COORDINATES (ANGSTROEM)
1 N -0.15 0.35 1.27  C2 1.460, H5 1.018, H6 1.015
2 C -0.39 1.37 0.26  N1 1.460, C3 1.519, H7 1.096, H8 1.091
3 C -1.01 0.71 -0.96  C2 1.519, S4 1.826, H9 1.089, H10 1.088
4 S -1.53 1.94 -2.20  C3 1.826, H11 1.337
5 H 0.64 -0.23 1.00  N1 1.018
6 H 0.15 0.79 2.13  N1 1.015
7 H 0.51 1.92 -0.03  C2 1.096
8 H -1.09 2.10 0.67  C2 1.091
9 H -0.29 0.03 -1.41  C3 1.089
10 H -1.88 0.13 -0.63  C3 1.088
11 H -1.66 1.11 -3.24  S4 1.337
12 N 1.62 -2.29 0.77  H13 1.008, H14 1.012, H15 1.013
13 H 1.28 -2.78 -0.04  N12 1.008
14 H 2.61 -2.49 0.82  N12 1.012
15 H 1.18 -2.67 1.60  N12 1.013

Results of the Mulliken charge analysis, in e, for atoms 1 through 8: -0.606 -0.561 -0.540 -0.245 0.264 0.231 0.298 0.427

=====

Model Q:
Computed, not measured: a cluster of 2 separate species, C2H10N2S in total, with ωB97M-V with the def2-TZVPD basis set.

Computed properties:
E_LUMO = 0.03585 hartree
SMILES string = NCN.CS
charge = 0
multiplicity = 1

Last columns: bonded neighbours and bond lengths (Å).
CARTESIAN COORDINATES (ANGSTROEM)
1 N -1.18 2.01 3.49  C2 1.494, H4 0.937, H5 1.072
2 C -0.55 1.15 2.44  N1 1.494, N3 1.412, H6 1.088, H7 1.089
3 N -0.79 -0.24 2.52  C2 1.412, H8 0.977, H9 0.976
4 H -0.72 2.58 4.07  N1 0.937
5 H -1.81 2.70 2.97  N1 1.072
6 H -0.76 1.67 1.51  C2 1.088
7 H 0.51 1.33 2.61  C2 1.089
8 H -0.10 -0.83 2.88  N3 0.977
9 H -1.68 -0.43 2.86  N3 0.976
10 C 1.29 -2.07 -4.57  S11 1.840, H12 1.149, H13 1.047, H14 1.118
11 S 0.42 -1.30 -3.14  C10 1.840, H15 1.339
12 H 0.79 -3.05 -4.89  C10 1.149
13 H 1.33 -1.40 -5.38  C10 1.047
14 H 2.32 -2.08 -4.14  C10 1.118
15 H 0.93 -0.06 -3.22  S11 1.339

Results of the Mulliken charge analysis, in e, for atoms 1 through 8: -0.609 -0.293 -0.472 0.204 0.231 0.274 0.254 0.225

=====

The energy of each structure relative to the most stable one, in hartree, is as follows: model P 0.0000; model Q 0.0534.

=====

Model P:
Computed, not measured: a cluster of 2 separate species, C2H6N3O in total, with ωB97M-V with the def2-TZVPD basis set.

Computed properties:
E_LUMO = -0.13090 hartree
charge = +1
multiplicity = 1

Last columns: bonded neighbours and bond lengths (Å).
CARTESIAN COORDINATES (ANGSTROEM)
1 C 1.88 -0.04 0.09  N4 1.316, N5 1.313, H7 1.115
2 C -2.44 0.18 0.02  N3 1.155, O6 1.193
3 N -3.56 0.04 0.28  C2 1.155, H9 0.973
4 N 1.34 -1.24 0.00  C1 1.316, H8 1.082, H10 0.991
5 N 1.23 1.10 0.01  C1 1.313, H11 1.021, H12 1.109
6 O -1.29 0.29 -0.27  C2 1.193
7 H 2.96 0.15 0.27  C1 1.115
8 H 0.29 -1.23 -0.24  N4 1.082
9 H -4.37 -0.36 0.64  N3 0.973
10 H 1.77 -2.08 -0.32  N4 0.991
11 H 1.90 1.87 0.07  N5 1.021
12 H 0.29 1.32 -0.55  N5 1.109

Results of the Mulliken charge analysis, in e, for atoms 1 through 8: 0.136 0.414 -0.186 -0.290 -0.274 -0.601 0.308 0.277

=====

Model Q:
Computed, not measured: a cluster of 2 separate species, C2H6N3O in total, with ωB97M-V with the def2-TZVPD basis set.

Computed properties:
E_LUMO (alpha / beta) = -0.16482 / -0.16481 hartree
charge = +1
multiplicity = 1

Last columns: bonded neighbours and bond lengths (Å).
CARTESIAN COORDINATES (ANGSTROEM)
1 C 0.98 1.07 1.19  N3 1.282, O6 1.302, H7 1.136
2 C -0.45 -0.34 0.62  N3 1.349, N4 1.344, H8 1.074
3 N -0.27 0.97 0.92  C1 1.282, C2 1.349
4 N 0.69 -0.99 0.91  C2 1.344, O6 1.344, H9 1.012
5 N -0.93 0.04 -1.65  H10 1.035, H11 1.030, H12 0.989
6 O 1.60 -0.07 1.28  C1 1.302, N4 1.344
7 H 1.49 2.07 1.38  C1 1.136
8 H -1.35 -0.90 0.51  C2 1.074
9 H 1.05 -1.92 1.06  N4 1.012
10 H -0.07 -0.08 -2.23  N5 1.035
11 H -1.27 0.90 -2.11  N5 1.030
12 H -1.47 -0.75 -1.88  N5 0.989

Results of the Mulliken charge analysis, in e, for atoms 1 through 8: 0.131 0.077 -0.301 0.113 -0.761 -0.172 0.363 0.442

=====

The energy of each structure relative to the most stable one, in hartree, is as follows: model P 0.0000; model Q 0.0969.

=====

Model P:
Computed, not measured: a cluster of 3 separate species, C5H17NO2 in total, with ωB97M-V with the def2-TZVPD basis set.

Computed properties:
E_LUMO = 0.02410 hartree
SMILES string = CCNC(C)C.O.O
charge = 0
multiplicity = 1

Last columns: bonded neighbours and bond lengths (Å).
CARTESIAN COORDINATES (ANGSTROEM)
1 C -0.41 2.29 -0.36  C2 1.534, H7 1.081, H8 1.101, H9 1.099
2 C -0.95 1.18 0.55  C1 1.534, N3 1.466, H10 1.089, H11 1.106
3 N 0.12 0.24 0.90  C2 1.466, C4 1.485, H12 1.007
4 C -0.32 -1.18 1.01  N3 1.485, C5 1.523, C6 1.553, H13 1.089
5 C -1.31 -1.66 -0.04  C4 1.523, H14 1.089, H15 1.092, H16 1.097
6 C 0.97 -2.03 0.86  C4 1.553, H17 1.078, H18 1.101, H19 1.088
7 H 0.05 3.15 0.11  C1 1.081
8 H 0.06 1.77 -1.20  C1 1.101
9 H -1.22 2.71 -0.98  C1 1.099
10 H -1.69 0.65 -0.04  C2 1.089
11 H -1.49 1.42 1.48  C2 1.106
12 H 1.00 0.24 0.41  N3 1.007
13 H -0.67 -1.38 2.02  C4 1.089
14 H -1.01 -1.25 -1.01  C5 1.089
15 H -2.33 -1.30 0.10  C5 1.092
16 H -1.36 -2.75 -0.12  C5 1.097
17 H 0.74 -3.08 0.87  C6 1.078
18 H 1.59 -1.74 1.72  C6 1.101
19 H 1.44 -1.78 -0.10  C6 1.088
20 O 0.94 -0.09 -4.97  H21 0.974, H22 0.960
21 H 0.37 -0.05 -5.77  O20 0.974
22 H 1.28 -0.99 -4.96  O20 0.960
23 O 1.64 2.18 3.30  H24 0.985, H25 0.964
24 H 1.34 1.94 2.40  O23 0.985
25 H 1.19 1.49 3.80  O23 0.964

Results of the Mulliken charge analysis, in e, for atoms 1 through 8: -1.216 -0.389 -0.269 0.489 -1.503 -1.580 0.303 0.340

=====

Model Q:
Computed, not measured: a cluster of 4 separate species, C5H17NO2 in total, with ωB97M-V with the def2-TZVPD basis set.

Computed properties:
E_LUMO = -0.10152 hartree
charge = 0
multiplicity = 1

Last columns: bonded neighbours and bond lengths (Å).
CARTESIAN COORDINATES (ANGSTROEM)
1 C 1.42 0.76 -0.86  C2 1.524, H7 1.007, H8 1.136, H9 1.162
2 C 0.86 -0.18 0.19  C1 1.524, N3 1.441, H10 1.146, H11 1.111
3 N 0.01 -1.16 -0.44  C2 1.441, C4 1.464, C6 1.501
4 C -1.12 -1.51 0.43  N3 1.464, C5 1.558, H12 1.090, H13 1.138
5 C -2.34 -0.77 -0.18  C4 1.558, H14 1.175, H15 1.079, H16 1.099
6 C 0.69 -2.30 -1.13  N3 1.501, H17 1.161, H18 1.088, H19 1.127
7 H 2.01 1.47 -0.47  C1 1.007
8 H 0.62 1.17 -1.57  C1 1.136
9 H 2.09 0.12 -1.56  C1 1.162
10 H 1.72 -0.66 0.78  C2 1.146
11 H 0.31 0.35 1.00  C2 1.111
12 H -1.25 -2.57 0.61  C4 1.090
13 H -0.95 -1.13 1.50  C4 1.138
14 H -2.12 0.38 -0.14  C5 1.175
15 H -2.28 -1.14 -1.19  C5 1.079
16 H -3.29 -0.99 0.33  C5 1.099
17 H 0.98 -3.14 -0.38  C6 1.161
18 H 0.02 -2.75 -1.85  C6 1.088
19 H 1.67 -1.93 -1.55  C6 1.127
20 H 1.22 4.22 0.71  O22 0.930
21 H -0.60 1.54 -0.05  no bonds
22 O 0.95 3.43 0.31  H20 0.930, H24 1.046
23 H -0.64 2.04 2.68  O25 0.943
24 H 0.39 2.91 1.02  O22 1.046
25 O -0.38 1.84 1.80  H23 0.943

Results of the Mulliken charge analysis, in e, for atoms 1 through 8: -1.412 -0.998 0.539 -0.619 -0.767 -0.965 0.458 0.383

=====

Model R:
Computed, not measured: a cluster of 3 separate species, C5H17NO2 in total, with ωB97M-V with the def2-TZVPD basis set.

Computed properties:
E_LUMO = 0.01125 hartree
SMILES string = CC[C@@H](C)CN.O.O
charge = 0
multiplicity = 1

Last columns: bonded neighbours and bond lengths (Å).
CARTESIAN COORDINATES (ANGSTROEM)
1 C 1.36 0.22 2.16  C2 1.470, H7 1.101, H8 1.035, H9 1.062
2 C 1.60 0.85 0.85  C1 1.470, C3 1.542, H10 1.201, H11 1.203
3 C 0.33 0.62 0.00  C2 1.542, C4 1.526, C5 1.553, H12 1.228
4 C 0.57 1.58 -1.16  C3 1.526, H13 1.146, H14 1.120, H15 1.123
5 C 0.27 -0.89 -0.32  C3 1.553, N6 1.550, H16 1.101, H17 0.976
6 N -1.20 -1.35 -0.49  C5 1.550, H18 1.072, H19 1.066
7 H 2.29 0.01 2.70  C1 1.101
8 H 0.78 0.78 2.81  C1 1.035
9 H 0.87 -0.72 2.23  C1 1.062
10 H 1.85 2.02 1.02  C2 1.201
11 H 2.57 0.40 0.31  C2 1.203
12 H -0.69 0.99 0.58  C3 1.228
13 H 1.01 1.02 -2.06  C4 1.146
14 H -0.45 2.00 -1.36  C4 1.120
15 H 1.12 2.52 -0.89  C4 1.123
16 H 0.96 -1.18 -1.13  C5 1.101
17 H 0.68 -1.46 0.37  C5 0.976
18 H -1.84 -0.62 -0.95  N6 1.072
19 H -1.61 -1.33 0.49  N6 1.066
20 O -2.48 -0.24 1.44  H21 1.012, H22 0.904
21 H -3.37 -0.41 0.98  O20 1.012
22 H -2.72 -0.43 2.29  O20 0.904
23 O -0.89 -1.29 -3.50  H24 0.940, H25 0.926
24 H -0.44 -2.09 -3.69  O23 0.940
25 H -0.57 -0.99 -2.68  O23 0.926

Results of the Mulliken charge analysis, in e, for atoms 1 through 8: -1.428 -0.459 1.334 -1.442 -1.550 -0.805 0.338 0.429

=====

Model S:
Computed, not measured: a cluster of 3 separate species, C5H17NO2 in total, with ωB97M-V with the def2-TZVPD basis set.

Computed properties:
E_LUMO = 0.02298 hartree
SMILES string = CNCC(C)C.O.O
charge = 0
multiplicity = 1

Last columns: bonded neighbours and bond lengths (Å).
CARTESIAN COORDINATES (ANGSTROEM)
1 C -1.47 -0.80 2.26  N2 1.480, H7 1.138, H8 1.084, H9 1.073
2 N -1.16 -0.73 0.82  C1 1.480, C3 1.470, H10 1.019
3 C 0.29 -0.86 0.57  N2 1.470, C4 1.540, H11 1.098, H12 1.119
4 C 1.18 0.38 0.38  C3 1.540, C5 1.497, C6 1.571, H13 1.123
5 C 2.38 0.21 -0.49  C4 1.497, H14 1.115, H15 1.100, H16 1.092
6 C 1.65 0.87 1.80  C4 1.571, H17 1.090, H18 1.088, H19 1.072
7 H -1.43 0.21 2.80  C1 1.138
8 H -2.50 -1.11 2.34  C1 1.084
9 H -0.79 -1.45 2.77  C1 1.073
10 H -1.37 0.24 0.58  N2 1.019
11 H 0.64 -1.68 1.22  C3 1.098
12 H 0.40 -1.48 -0.35  C3 1.119
13 H 0.53 1.23 0.04  C4 1.123
14 H 2.56 -0.84 -0.83  C5 1.115
15 H 2.36 0.52 -1.55  C5 1.100
16 H 3.32 0.53 -0.03  C5 1.092
17 H 0.78 0.89 2.46  C6 1.090
18 H 2.45 0.25 2.20  C6 1.088
19 H 2.22 1.77 1.75  C6 1.072
20 O 0.03 0.16 -3.80  H21 0.960, H22 0.957
21 H -0.69 0.78 -3.94  O20 0.960
22 H 0.53 0.29 -3.00  O20 0.957
23 O -3.90 0.10 -2.99  H24 0.954, H25 0.960
24 H -3.95 1.02 -2.74  O23 0.954
25 H -4.08 -0.49 -2.25  O23 0.960

Results of the Mulliken charge analysis, in e, for atoms 1 through 8: -0.822 -0.322 -1.097 1.121 -1.484 -1.644 0.227 0.311

=====

The energy of each structure relative to the most stable one, in hartree, is as follows: model P 0.0000; model Q 0.2323; model R 0.0723; model S 0.0271.

=====

Model P:
Computed, not measured: a cluster of 3 separate species, C5H17NO2 in total, with ωB97M-V with the def2-TZVPD basis set.

Computed properties:
E_LUMO = 0.01689 hartree
SMILES string = CC(C)CCN.O.O
charge = 0
multiplicity = 1

Last columns: bonded neighbours and bond lengths (Å).
CARTESIAN COORDINATES (ANGSTROEM)
1 C 0.75 -1.36 1.40  C2 1.536, H7 1.096, H8 1.093, H9 1.084
2 C 1.13 -0.52 0.18  C1 1.536, C3 1.582, C4 1.583, H10 1.091
3 C 2.64 -0.06 0.05  C2 1.582, H11 1.081, H12 1.088, H13 1.095
4 C 0.40 0.86 0.41  C2 1.583, C5 1.510, H14 1.092, H15 1.096
5 C 0.17 1.80 -0.75  C4 1.510, N6 1.483, H16 1.098, H17 1.089
6 N -1.02 1.40 -1.54  C5 1.483, H18 0.999, H19 1.009
7 H 1.62 -1.96 1.70  C1 1.096
8 H 0.49 -0.73 2.25  C1 1.093
9 H 0.04 -2.12 1.08  C1 1.084
10 H 0.94 -1.07 -0.74  C2 1.091
11 H 2.94 -0.12 -0.99  C3 1.081
12 H 2.85 0.93 0.44  C3 1.088
13 H 3.22 -0.74 0.68  C3 1.095
14 H -0.53 0.73 0.98  C4 1.092
15 H 0.90 1.33 1.27  C4 1.096
16 H -0.06 2.76 -0.28  C5 1.098
17 H 0.95 1.88 -1.51  C5 1.089
18 H -1.26 0.44 -1.43  N6 0.999
19 H -1.88 1.87 -1.30  N6 1.009
20 O -3.24 0.42 0.11  H21 0.981, H22 0.952
21 H -3.35 -0.32 -0.53  O20 0.981
22 H -2.65 0.03 0.76  O20 0.952
23 O -1.65 -1.90 -0.39  H24 0.957, H25 0.971
24 H -1.21 -1.17 -0.82  O23 0.957
25 H -2.21 -2.37 -1.03  O23 0.971

Results of the Mulliken charge analysis, in e, for atoms 1 through 8: -1.328 0.879 -1.440 -1.166 -0.675 -0.565 0.405 0.349

=====

Model Q:
Computed, not measured: a cluster of 4 separate species, C5H17NO2 in total, with ωB97M-V with the def2-TZVPD basis set.

Computed properties:
E_LUMO = -0.12321 hartree
charge = 0
multiplicity = 1

Last columns: bonded neighbours and bond lengths (Å).
CARTESIAN COORDINATES (ANGSTROEM)
1 C 0.65 1.60 -1.14  C2 1.560, H7 1.127, H8 1.081, H9 1.058
2 C 0.89 0.14 -0.64  C1 1.560, N3 1.467, H10 1.176, H11 1.105
3 N 1.28 0.04 0.77  C2 1.467, C4 1.490, C6 1.473
4 C 0.74 -1.20 1.39  N3 1.490, C5 1.539, H12 1.067, H13 1.142
5 C -0.71 -1.67 1.20  C4 1.539, H14 1.079, H15 1.063, H16 1.103
6 C 2.67 0.38 1.11  N3 1.473, H17 1.103, H18 1.034, H19 1.027
7 H 1.53 2.11 -1.62  C1 1.127
8 H -0.11 1.70 -1.90  C1 1.081
9 H 0.45 2.22 -0.31  C1 1.058
10 H 1.70 -0.27 -1.39  C2 1.176
11 H -0.07 -0.37 -0.84  C2 1.105
12 H 1.01 -1.12 2.42  C4 1.067
13 H 1.32 -2.01 0.84  C4 1.142
14 H -1.02 -1.68 0.17  C5 1.079
15 H -1.38 -1.03 1.72  C5 1.063
16 H -1.04 -2.62 1.66  C5 1.103
17 H 3.46 -0.26 0.69  C6 1.103
18 H 2.80 0.42 2.14  C6 1.034
19 H 2.80 1.26 0.59  C6 1.027
20 H -4.16 1.67 -1.45  O22 0.929
21 H -1.26 0.68 -0.52  no bonds
22 O -3.34 1.62 -1.02  H20 0.929, H24 1.073
23 H -2.96 -1.41 -1.58  O25 0.954
24 H -2.94 0.63 -1.09  O22 1.073
25 O -2.33 -0.82 -1.17  H23 0.954

Results of the Mulliken charge analysis, in e, for atoms 1 through 8: -1.722 -1.085 0.184 -0.319 -1.272 -1.101 0.327 0.592

=====

The energy of each structure relative to the most stable one, in hartree, is as follows: model P 0.0000; model Q 0.2534.